No. 1
99
Properties=species:S:1:pos:R:3 method="wB97M-V/def2-TZVPD" e_homo_ev=-8.812 energy_ha=-5306.04999 spin_multiplicity=1 lumo_energy_ev=-0.94 gap_ev=7.8733 smiles="FC(F)C(F)(F)COC(F)(F)C(F)F.FC(F)C(F)(F)COC(F)(F)C(F)F.FC(F)C(F)(F)COC(F)(F)C(F)F.FC(F)C(F)(F)COC(F)(F)C(F)F.CCCNP(B(C)O)C(=O)NC(=O)F"
F -4.1562 -1.5478 -0.9927
C -3.7071 -2.7344 -1.4360
F -3.9824 -3.6308 -0.4529
C -2.2094 -2.7465 -1.7623
F -1.4605 -2.6133 -0.6413
F -1.9131 -3.9862 -2.2581
C -1.7197 -1.7221 -2.8091
O -1.1983 -0.4696 -2.3271
C -2.1246 0.5346 -1.9704
F -3.3285 0.2306 -2.5033
F -1.7207 1.6604 -2.6011
C -2.1783 0.8034 -0.4564
F -2.3634 -0.3269 0.2610
F -3.2045 1.6362 -0.1511
H -4.2958 -3.0205 -2.3118
H -0.8625 -2.1857 -3.3043
H -2.4495 -1.5698 -3.6074
H -1.2436 1.2602 -0.1193
F 6.5636 -0.1462 4.7176
C 7.8930 -0.3336 4.6662
F 8.3951 0.7240 3.9760
C 8.3077 -1.6478 3.9948
F 8.0189 -1.6378 2.6716
F 9.6703 -1.7293 4.0739
C 7.7490 -2.9481 4.6128
O 6.5485 -3.5044 4.0455
C 5.3130 -2.9463 4.4414
F 5.4978 -2.2229 5.5653
F 4.5285 -3.9848 4.8008
C 4.6136 -2.1587 3.3185
F 5.4216 -1.2368 2.7550
F 3.5339 -1.4964 3.7980
H 8.2885 -0.2777 5.6840
H 8.5036 -3.7167 4.4225
H 7.6837 -2.8887 5.7028
H 4.2858 -2.8384 2.5283
F -3.3356 0.0356 -8.9157
C -3.1041 1.3403 -8.6918
F -2.9939 1.9187 -9.9163
C -1.8439 1.6142 -7.8625
F -0.7223 1.2907 -8.5488
F -1.7774 2.9650 -7.6633
C -1.7757 0.9572 -6.4661
O -1.0921 -0.3053 -6.3439
C -1.7946 -1.4743 -6.7074
F -3.1130 -1.1941 -6.7601
F -1.6465 -2.3366 -5.6754
C -1.2600 -2.1345 -7.9909
F -1.1724 -1.2663 -9.0177
F -2.0775 -3.1370 -8.3900
H -3.9854 1.7683 -8.2063
H -1.1784 1.6334 -5.8476
H -2.7542 0.9283 -5.9786
H -0.2616 -2.5436 -7.8174
F -9.4869 -2.1228 1.6961
C -9.8188 -2.0312 2.9943
F -10.4720 -0.8474 3.1334
C -8.6195 -2.0883 3.9482
F -7.8406 -0.9878 3.8267
F -9.1152 -2.0504 5.2227
C -7.7212 -3.3421 3.8599
O -6.5454 -3.2763 3.0326
C -6.7069 -3.4636 1.6419
F -7.9110 -4.0306 1.4138
F -5.7940 -4.3914 1.2803
C -6.4740 -2.1798 0.8235
F -7.2053 -1.1420 1.2798
F -6.8195 -2.3651 -0.4739
H -10.5323 -2.8271 3.2246
H -7.3191 -3.4912 4.8662
H -8.3002 -4.2472 3.6564
H -5.4232 -1.8881 0.8671
C 7.2034 3.6827 2.5892
C 6.3404 2.9937 1.4229
C 4.8252 2.6491 1.8135
N 4.1330 2.1671 0.5736
P 2.8128 3.2033 0.0453
B 1.3253 2.7568 1.2331
C 1.4506 2.6390 2.8491
O 0.0526 2.5499 0.5528
C 3.1839 5.0486 0.2940
O 3.3313 5.7397 -0.7581
N 3.2773 5.7695 1.5977
C 2.1837 6.7284 1.7921
O 2.2856 7.5675 2.6940
F 1.0462 6.7096 0.9173
H 8.0487 2.9651 2.8937
H 6.6199 3.9277 3.5366
H 7.7352 4.6313 2.2004
H 6.4324 3.6107 0.4602
H 6.8503 1.9823 1.1897
H 4.8674 1.7390 2.5300
H 4.2756 3.4684 2.3824
H 4.7872 1.9317 -0.1820
H 0.4125 2.6187 3.3275
H 2.0166 3.5806 3.2002
H 2.0198 1.6682 3.0877
H -0.3507 3.4327 0.3792
H 4.1293 6.3698 1.5526

=====

No. 2
68
Properties=species:S:1:pos:R:3 method="wB97M-V/def2-TZVPD" charge=+1 e_homo_ev="-11.073 / -11.125" energy_ha=-3103.33529 e_above_lowest_kcal_mol=0.0 spin_multiplicity=3 lumo_energy_ev="-3.14 / -2.42" gap_ev="7.9317 / 8.7069"
V 0.6165 1.1375 1.2570
C -0.7042 -3.2411 -2.2425
C -1.0853 -4.0883 -1.0625
C -0.9570 -5.4756 -1.1229
C -1.2994 -6.2847 -0.0529
C -1.7778 -5.7221 1.1228
C -1.8951 -4.3465 1.2187
C -1.5586 -3.5459 0.1332
N -1.6800 -2.1208 0.2776
C -0.6154 -1.3097 0.4164
N 0.6017 -1.8530 0.4007
C 1.8810 -1.2318 0.2174
C 2.0271 0.1502 0.2387
C 3.3006 0.6561 -0.0394
C 4.3659 -0.1903 -0.2867
C 4.1813 -1.5696 -0.2449
C 2.9376 -2.1273 0.0079
C 2.7448 -3.6185 0.0296
N -0.7769 0.0150 0.5497
C -2.0918 0.5819 0.4003
C -2.8786 0.7262 1.5385
C -4.1378 1.3028 1.4435
C -4.5879 1.7441 0.2090
C -3.7838 1.6147 -0.9150
C -2.5211 1.0326 -0.8509
C -1.6598 0.9249 -2.0757
H -0.9280 -3.7635 -3.1713
H 0.3648 -3.0113 -2.2452
H -1.2412 -2.2951 -2.2490
H -0.5932 -5.9214 -2.0408
H -1.1946 -7.3580 -0.1385
H -2.0494 -6.3510 1.9594
H -2.2459 -3.8842 2.1329
H -2.5780 -1.7181 0.4991
H 0.6032 -2.8631 0.3932
H 3.4648 1.7278 -0.0505
H 5.3482 0.2115 -0.4967
H 5.0220 -2.2312 -0.4150
H 3.6955 -4.1291 -0.1062
H 2.0815 -3.9622 -0.7712
H 2.3257 -3.9672 0.9782
H -2.4936 0.3795 2.4911
H -4.7543 1.4054 2.3263
H -5.5657 2.1987 0.1207
H -4.1439 1.9821 -1.8687
H -1.9169 1.7061 -2.7901
H -1.8081 -0.0314 -2.5815
H -0.5981 1.0082 -1.8425
F 1.7232 1.9310 2.8513
B 0.9959 1.0196 3.7674
F 1.0411 -0.1837 2.9885
F -0.3456 1.4843 3.5886
F 1.4648 0.9684 4.9998
C 2.7985 6.1918 -1.7774
C 1.8281 5.1036 -2.2237
C 1.0682 4.4936 -1.0880
N 1.1331 3.2527 -0.7755
N 0.3356 2.9462 0.3232
C -0.3091 3.9874 0.8028
N -1.1421 3.9448 1.8538
S 0.0237 5.4349 -0.0569
H 3.2911 6.6283 -2.6443
H 3.5618 5.7882 -1.1123
H 2.2926 7.0005 -1.2467
H 2.3529 4.2777 -2.7042
H 1.1151 5.4933 -2.9544
H -1.1738 3.1424 2.4654
H -1.4958 4.8019 2.2412

=====

No. 3
64
Properties=species:S:1:pos:R:3 method="wB97M-V/def2-TZVPD" charge=+2 e_homo_ev="-13.537 / -13.739" energy_ha=-3468.51773 e_above_lowest_kcal_mol=19.1 spin_multiplicity=5 lumo_energy_ev="-7.13 / -8.98" gap_ev="6.4056 / 4.7590"
C -1.3753 -5.9299 -4.8216
C -1.6211 -5.0427 -3.6659
C -2.6784 -5.0230 -2.7730
C -2.4994 -4.0438 -1.7171
C -1.3024 -3.3840 -1.7930
B -0.4962 -2.3064 -0.8481
C 0.2803 -3.0687 0.3559
C -0.2938 -3.7405 1.4114
C 0.6889 -4.2557 2.3250
C 1.9862 -3.9815 1.9477
C 3.2492 -4.3887 2.5950
S 2.0070 -3.0618 0.4774
O 0.3944 -1.6366 -1.7665
C -0.2774 -0.4258 -2.0211
C 0.7059 0.7156 -2.2555
C -1.1770 -0.5665 -3.2420
C -1.1495 -0.2278 -0.6589
C -0.1613 0.2225 0.4385
C -2.4041 0.5855 -0.9403
O -1.5838 -1.5283 -0.3224
S -0.4419 -3.8739 -3.2034
H -2.2224 -6.6026 -4.9711
H -1.2252 -5.3291 -5.7261
H -0.4689 -6.5299 -4.6634
H -3.5409 -5.6896 -2.8563
H -3.2245 -3.9058 -0.9243
H -1.3622 -3.8858 1.5441
H 0.4668 -4.8476 3.2084
H 3.0136 -4.8271 3.5636
H 3.7659 -5.1362 1.9819
H 3.9056 -3.5219 2.7290
H 0.1630 1.6681 -2.3283
H 1.4393 0.7916 -1.4499
H 1.2341 0.5449 -3.1989
H -1.6505 0.3975 -3.4641
H -0.5891 -0.8312 -4.1232
H -1.9487 -1.3326 -3.1004
H -0.2614 1.2969 0.6510
H -0.3123 -0.3648 1.3547
H 0.8739 -0.0220 0.1332
H -2.1862 1.6580 -0.9781
H -2.7979 0.2704 -1.9072
H -3.2215 0.3418 -0.2627
O -3.4081 7.3743 5.6828
C -3.2847 6.2994 5.2468
Fe -2.7525 5.0820 4.1163
C -3.0808 6.1104 2.7410
O -3.0169 6.8666 1.8536
C -1.0866 5.5738 4.1276
O -0.0958 6.1850 4.0017
C -2.6387 1.1700 2.1420
C -1.7542 1.1993 3.2450
C -1.6256 2.1981 4.2341
C -2.6805 2.9232 4.8786
C -3.8584 3.2731 4.1489
C -3.8164 3.3862 2.7037
C -3.2842 2.3955 1.8175
H -2.7899 0.2496 1.5462
H -1.0738 0.3408 3.3533
H -0.6295 2.2880 4.7274
H -2.6190 3.0557 5.9756
H -4.8203 3.4208 4.6680
H -4.4916 4.1497 2.2303
H -3.3797 2.6088 0.7420

=====

No. 4
76
Properties=species:S:1:pos:R:3 method="wB97M-V/def2-TZVPD" charge=+1 e_homo_ev=-12.029 energy_ha=-3653.27453 spin_multiplicity=1 lumo_energy_ev=-4.49 gap_ev=7.5417
N -1.3192 -0.0251 3.8265
P -1.7014 1.0535 2.7872
C -0.7090 0.9062 1.1915
C -0.5024 -0.4100 0.7060
C -1.0413 -1.6892 1.3288
O -0.5528 -2.2363 2.2381
O -2.0726 -2.2387 0.6153
C -3.3590 -1.6636 0.8905
C -3.9424 -1.0564 -0.3840
C -5.4622 -1.0790 -0.3896
S -6.1289 0.0917 0.7888
O -7.2066 0.8277 0.2137
O -5.0546 0.8679 1.3372
O -6.7029 -0.8665 1.9039
C 0.2480 -0.6092 -0.4555
C 0.4970 -2.0014 -0.9646
C 1.9334 -2.4837 -0.6311
C 2.3032 -2.4911 0.8502
F 3.5408 -1.8606 0.9996
C 0.7856 0.5157 -1.1021
I 1.8557 0.1984 -2.8762
N 0.5888 1.7664 -0.6326
C 1.2194 2.8831 -1.3887
C 0.2637 3.4549 -2.4055
O -0.3976 2.7385 -3.0685
F 0.2548 4.7387 -2.5719
C -0.1728 1.9906 0.4958
P -0.4861 3.6996 1.0761
N -0.0950 4.8301 0.1310
O 0.3192 3.8081 2.4751
O -2.0616 3.7430 1.3680
H -0.9576 0.3453 4.6930
H -3.0265 1.0525 2.3316
H -1.4817 2.3385 3.2783
H -3.3176 -0.9252 1.6807
H -4.0160 -2.4516 1.2510
H -3.5600 -1.6066 -1.2378
H -3.5823 -0.0334 -0.4700
H -5.8020 -2.0564 -0.0620
H -5.8838 -0.8007 -1.3463
H -7.5494 -0.4926 2.1984
H 0.3287 -2.0639 -2.0294
H -0.1852 -2.7145 -0.5208
H 2.6847 -1.8833 -1.1306
H 2.0065 -3.4797 -1.0439
H 2.4167 -3.5069 1.2127
H 1.6116 -1.9299 1.4614
H 1.5998 3.6093 -0.6856
H 2.0786 2.5138 -1.9298
H 0.6108 5.4155 0.5770
H -0.2453 4.0726 3.2111
H -2.2374 4.2089 2.1956
C -0.9899 -7.2423 -3.2321
C -0.7250 -5.9979 -2.8453
C 0.5429 -5.3315 -3.2215
O 0.7850 -4.1917 -2.8637
C 1.5077 -6.0957 -4.0441
C 1.2471 -7.3407 -4.4334
C -0.0243 -8.0144 -4.0590
O -0.2655 -9.1443 -4.4122
H -1.9088 -7.7504 -2.9692
H -1.4139 -5.4182 -2.2434
H 2.4262 -5.5860 -4.3056
H 1.9372 -7.9186 -5.0343
C 3.9247 4.6734 2.4856
C 5.1273 4.5042 3.0283
C 6.3466 5.0694 2.3906
O 7.4395 4.9139 2.8816
C 6.1671 5.8305 1.1262
C 4.9628 5.9974 0.5861
C 3.7523 5.4323 1.2248
O 2.6505 5.5871 0.7279
H 3.0234 4.2713 2.9311
H 5.2786 3.9545 3.9485
H 7.0659 6.2350 0.6788
H 4.8089 6.5480 -0.3332

=====

No. 5
63
Properties=species:S:1:pos:R:3 method="wB97M-V/def2-TZVPD" charge=+2 e_homo_ev=-12.922 energy_ha=-1919.76927 spin_multiplicity=1 lumo_energy_ev=-7.77 gap_ev=5.1567
C -4.1050 2.5541 0.2415
C -3.5408 2.3081 1.7861
C -3.9904 0.7771 2.1915
C -3.1736 0.2533 3.5501
C -2.3082 -1.0801 3.0437
C -0.6468 -1.0661 3.0052
F 0.1478 0.1061 3.4422
C 0.1063 -2.4430 2.4317
S 2.0152 -2.4096 2.3798
C -0.7471 -3.7848 1.9174
C -0.0337 -5.1307 1.3057
C -0.3857 -5.1458 -0.3164
F -0.5513 -6.3076 2.0409
C -2.3809 -3.6871 2.0108
C -3.1927 -2.3742 2.5636
C -4.8113 -2.6273 2.4986
O -5.7921 -1.8365 2.9435
N -4.8946 -3.9900 1.8133
C -3.5835 -4.7183 1.5890
O -3.5829 -5.9629 1.1053
H -5.2315 2.9465 0.2319
H -3.4761 3.3739 -0.3232
H -4.0868 1.5596 -0.4130
H -2.3733 2.4954 1.8800
H -4.0659 3.0754 2.5321
H -3.7007 0.0611 1.2876
H -5.1527 0.6730 2.3589
H -2.4035 1.0711 3.8783
H -3.9000 -0.1111 4.3930
H 2.4094 -1.2996 3.1772
H 1.1266 -5.0193 1.4725
H -0.8635 -4.0860 -0.5881
H 0.5555 -5.2796 -1.0022
H -1.2289 -5.9512 -0.5562
H -5.4041 -3.7013 0.9338
C -0.4744 -1.5062 -1.3604
N 0.5818 -0.5011 -1.5949
C 1.1858 -0.4487 -2.8035
C 2.1592 0.5176 -3.0705
C 2.5170 1.4492 -2.0911
C 1.8850 1.3458 -0.8456
C 0.9221 0.3639 -0.6168
C 3.4968 2.5199 -2.3492
C 3.1391 3.8653 -2.1996
C 4.0788 4.8761 -2.3949
N 5.3516 4.5728 -2.7279
C 5.7290 3.2862 -2.9062
C 4.8155 2.2453 -2.7245
C 6.3524 5.6462 -2.8842
H -0.0503 -2.4943 -1.5560
H -1.2968 -1.2861 -2.0469
H -0.8239 -1.4465 -0.3272
H 0.8752 -1.1745 -3.5512
H 2.6126 0.5438 -4.0607
H 2.1361 2.0290 -0.0353
H 0.4177 0.2731 0.3418
H 2.1211 4.1445 -1.9301
H 3.8194 5.9258 -2.2774
H 6.7649 3.1029 -3.1801
H 5.1581 1.2201 -2.8562
H 6.7755 5.5707 -3.8886
H 7.1192 5.4951 -2.1191
H 5.8784 6.6218 -2.7501

=====

No. 6
71
Properties=species:S:1:pos:R:3 method="wB97M-V/def2-TZVPD" charge=+2 e_homo_ev="-13.346 / -13.769" energy_ha=-2526.56703 e_above_lowest_kcal_mol=4.4 spin_multiplicity=3 lumo_energy_ev="-5.84 / -6.81" gap_ev="7.5044 / 6.9554"
W -0.0120 0.2422 -0.1900
F 1.5939 0.3163 6.3418
C 0.9881 -0.0416 5.2265
C 1.7352 -0.5251 4.1598
F 3.0592 -0.6250 4.2548
C 1.0902 -0.8960 2.9961
F 1.8362 -1.3480 1.9685
C -0.2860 -0.7924 2.8448
S -1.0710 -1.2621 1.3439
C -1.0172 -0.2924 3.9226
F -2.3279 -0.1473 3.8249
C -0.3939 0.0735 5.1091
F -1.1024 0.5445 6.1187
C 4.6348 -2.8389 -0.6212
N 3.1795 -2.7092 -0.6780
C 2.3617 -3.9176 -0.7731
C 2.5758 -1.5304 -0.5731
N 1.2692 -1.3807 -0.5788
N 3.3954 -0.4180 -0.4512
C 3.0530 0.7656 0.1522
N 4.0628 1.6040 0.4120
N 1.8172 1.0355 0.4594
H 4.8973 -3.8653 -0.8521
H 5.0158 -2.6003 0.3734
H 5.1193 -2.2201 -1.3803
H 3.0159 -4.7820 -0.7555
H 1.7958 -3.9303 -1.7065
H 1.6883 -3.9938 0.0835
H 0.8013 -2.2733 -0.4678
H 4.3726 -0.5510 -0.6578
H 5.0285 1.3339 0.3303
H 3.8739 2.5288 0.7626
H 1.7203 1.8468 1.0648
C -1.8390 -2.1481 -1.7243
O -1.3294 -0.7830 -1.6147
H -1.8762 -2.4058 -2.7800
H -2.8221 -2.2019 -1.2618
H -1.1600 -2.8004 -1.1867
H -2.0578 -0.1756 -1.8122
C 0.9783 3.1566 -6.9034
C 1.3045 2.3226 -5.7035
C 2.2839 1.3380 -5.7886
C 2.5951 0.5396 -4.7021
C 1.9318 0.7370 -3.5028
C 0.9696 1.7240 -3.4011
N 0.2952 1.8984 -2.1243
C 0.5288 3.1802 -1.4740
C 1.4833 4.0812 -1.9198
C 1.6780 5.2736 -1.2321
C 0.9546 5.5726 -0.0865
C 0.0374 4.6546 0.4007
C -0.1938 3.4811 -0.3030
C -0.9134 2.3140 0.2535
O -0.4718 1.7410 1.3056
O -1.6462 1.5840 -0.5041
C 0.6245 2.5229 -4.4907
C -0.4402 3.5752 -4.4119
H 1.6269 2.9050 -7.7386
H 1.0943 4.2205 -6.6933
H -0.0541 3.0033 -7.2216
H 2.8019 1.1935 -6.7270
H 3.3404 -0.2382 -4.7968
H 2.1328 0.1100 -2.6515
H -0.7040 1.8871 -2.3173
H 2.0586 3.8681 -2.8098
H 2.4060 5.9806 -1.6059
H 1.1138 6.5076 0.4295
H -0.5040 4.8447 1.3177
H -0.0334 4.5598 -4.6453
H -0.9149 3.6526 -3.4343
H -1.2210 3.3752 -5.1467

=====

Number 1: strongest force on any atom 4.87 eV/A. Number 2: strongest force on any atom 0.82 eV/A. Number 3: strongest force on any atom 6.34 eV/A. Number 4: strongest force on any atom 2.49 eV/A. Number 5: strongest force on any atom 8.94 eV/A. Number 6: strongest force on any atom 0.68 eV/A.